Density functional theory data (wB97M-V/def2-TZVPD) for 4 unconnected molecules or ions with the total composition C24H58NO3S.

```
87
C24H58NO3S wB97M-V/def2-TZVPD
C -2.9424 -3.5646 -2.6883
C -1.6056 -3.3534 -3.4111
C -0.6189 -4.5228 -3.3399
N 0.5796 -4.2616 -2.4759
S 0.6356 -4.8088 -0.9424
O -0.8908 -4.9864 -0.6035
O 0.9350 -3.5460 -0.0572
C 2.2090 -2.8584 -0.3188
C 1.9223 -1.4411 -0.7900
C 1.1474 -0.6497 0.2549
O 3.1710 -0.8905 -1.1122
H -3.6745 -3.9999 -3.3622
H -3.3472 -2.6020 -2.3817
H -2.8526 -4.1758 -1.7968
H -1.1380 -2.4342 -3.0558
H -1.8214 -3.1787 -4.4636
H -1.0932 -5.4518 -3.0455
H -0.1951 -4.6907 -4.3270
H 0.8716 -3.2916 -2.5329
H -0.9484 -5.6973 0.0640
H 2.7942 -3.3892 -1.0722
H 2.7828 -2.8625 0.6023
H 1.2685 -1.5212 -1.6708
H 1.1713 0.4160 0.0474
H 1.5320 -0.8513 1.2538
H 0.1013 -0.9571 0.2599
H 3.0511 -0.1976 -1.7569
C 3.2290 6.3942 0.0914
C 3.5078 5.5164 1.3072
C 3.8019 4.0624 0.9447
C 2.6568 3.3475 0.2256
C 1.3318 3.3305 0.9869
C 1.4097 2.6001 2.3245
H 2.3384 6.0616 -0.4421
H 3.0628 7.4291 0.3923
H 4.0697 6.3798 -0.6051
H 2.6608 5.5691 1.9969
H 4.3653 5.9182 1.8514
H 4.0667 3.5142 1.8529
H 4.6887 4.0264 0.3048
H 2.9669 2.3142 0.0241
H 2.4949 3.8094 -0.7528
H 0.5780 2.8437 0.3588
H 0.9756 4.3509 1.1454
H 1.7468 1.5708 2.1813
H 0.4321 2.5708 2.8073
H 2.0998 3.0847 3.0152
C -1.0742 -5.4631 2.9558
C -0.6649 -6.8917 2.5996
C -1.8415 -7.8631 2.5161
C -2.6160 -8.0348 3.8228
C -1.7731 -8.5037 5.0079
C -1.1331 -9.8731 4.7970
H -1.5286 -5.4069 3.9433
H -0.2070 -4.7996 2.9542
H -1.7983 -5.0752 2.2318
H 0.0737 -7.2510 3.3180
H -0.1496 -6.8900 1.6246
H -1.4749 -8.8347 2.1760
H -2.5388 -7.5179 1.7432
H -3.4211 -8.7542 3.6521
H -3.1079 -7.0942 4.0850
H -2.4165 -8.5442 5.8889
H -0.9967 -7.7672 5.2352
H -1.8926 -10.6298 4.5929
H -0.5839 -10.1843 5.6852
H -0.4282 -9.8696 3.9637
C -2.4665 7.4531 -4.6375
C -2.6229 8.0083 -3.2246
C -1.3603 8.6827 -2.6910
C -0.1428 7.7649 -2.5736
C -0.3510 6.5337 -1.6941
C -0.6760 6.8713 -0.2412
H -1.7095 6.6683 -4.6820
H -3.4040 7.0236 -4.9925
H -2.1757 8.2409 -5.3349
H -2.9365 7.2074 -2.5491
H -3.4328 8.7415 -3.2200
H -1.5802 9.1260 -1.7161
H -1.1007 9.5187 -3.3471
H 0.6939 8.3466 -2.1741
H 0.1686 7.4399 -3.5701
H 0.5620 5.9323 -1.7260
H -1.1431 5.9031 -2.1080
H 0.1098 7.4845 0.2051
H -0.7692 5.9610 0.3541
H -1.6179 7.4144 -0.1587
```

As for the energy above the lowest of the compared OMol25 structures with the same formula, charge and spin: 0.0 kJ/mol. As for the charge: +1. The calculation puts the total energy at -44289.01402 eV. For the maximum force, the calculation gives 0.78 eV/A. The molar mass comes out at 440.8 g mol⁻¹. The calculation puts the LUMO energy at -3.53 eV.